No. 1
Computed, not measured: a 2-piece molecular cluster, CH5N2O2PSi overall in a non-equilibrium geometry, with the ωB97M-V functional and the def2-TZVPD basis.

Each line ends with the Mulliken charge.
Cartesian coordinates (Å):
C (0.31, 1.85, -0.58)  -0.18
N (-0.41, 1.09, -0.07)  -0.02
N (-2.73, 0.02, 0.44)  -0.64
O (-0.92, -1.38, -0.43)  -0.40
O (1.62, -1.01, 0.63)  -0.46
Si (2.76, -0.31, -0.08)  0.50
P (-1.08, -0.34, 0.73)  0.34
H (-3.36, 0.56, 1.09)  0.27
H (-2.78, 0.71, -0.28)  0.26
H (0.02, -1.54, -0.42)  0.43
H (3.07, -0.43, -1.48)  -0.05
H (3.49, 0.80, 0.47)  -0.05

Results
relative energy (zero: lowest compared OMol25 entry of this formula, charge and spin): 60.2 kcal per mole
strongest force on any atom: 0.059 hartree/bohr
highest occupied orbital energy: -9.3 eV
E_tot: -25358.91346 eV
charge: 0

No. 2
Computed, not measured: CH5N2O3PS as an isolated structure in a non-equilibrium geometry, with the ωB97M-V functional and the def2-TZVPD basis.

Each line ends with the Mulliken charge.
Cartesian coordinates (Å):
C (-0.32, 0.66, 0.24)  0.73
N (-0.42, 0.78, 1.66)  -0.62
N (-1.28, 1.36, -0.46)  -0.57
O (1.05, -1.20, 1.36)  -0.39
O (3.15, -0.44, -0.17)  -0.47
O (1.00, 0.69, -0.23)  -0.34
P (-0.62, -0.92, 1.14)  0.18
S (2.13, 0.05, 0.74)  0.67
H (-1.30, 1.23, 1.82)  0.30
H (-0.76, -3.00, -2.20)  0.13
H (-1.27, 2.41, -0.46)  0.25
H (-1.36, 1.08, -1.42)  0.25
H (0.00, -2.70, -2.00)  -0.12

Results
relative energy (zero: lowest compared OMol25 entry of this formula, charge and spin): 20.2 kcal per mole
strongest force on any atom: 0.048 hartree/bohr
highest occupied orbital energy: -9.6 eV
E_tot: -30362.61488 eV
charge: 0